Entry 1:
Computed, not measured: a structure of composition C40H45F3IN7PS2Ti, with ωB97M-V/def2-TZVPD.

Total energy in a.u.: -4518.15928
HOMO in eV: -14.507
Net charge: +3
Energy relative to the best compared isomer or geometry (same formula, charge and spin) in eV: 0.7892
Molecular weight in Da: 950.72

Last column: Mulliken charge in e.
CARTESIAN COORDINATES (ANGSTROEM)
I1 -1.651 2.332 3.601  0.156
Ti1 0.398 0.095 -0.677  1.012
S1 -5.737 -2.709 -2.858  -0.226
S2 1.063 1.875 -1.879  -0.600
P1 -0.738 -1.101 2.942  0.942
F1 0.845 5.064 -1.644  -0.207
F2 2.887 4.434 -1.981  -0.208
F3 2.462 6.000 -0.543  -0.263
N1 -1.402 1.047 0.184  0.182
N2 1.259 1.574 0.622  0.924
N3 1.292 -0.823 -3.183  0.500
N4 -4.617 -2.217 -5.216  -0.326
N5 -1.115 -0.780 -1.820  2.100
N6 -1.542 2.475 0.062  -0.670
N7 2.099 -1.292 -0.441  1.231
C1 -2.655 -0.644 6.703  0.851
C2 2.644 -1.159 5.103  -0.703
C3 1.128 0.033 -4.373  -1.254
C4 1.444 -0.856 4.480  -0.964
C5 1.538 1.813 1.911  -0.801
C6 0.745 -2.146 -3.521  -1.313
C7 -2.030 -2.520 4.790  -0.810
C8 -2.377 2.086 6.374  -0.649
C9 2.026 4.857 -1.043  0.716
C10 -4.549 -2.273 -3.883  -0.293
C11 -2.601 -2.948 5.997  -1.468
C12 2.191 4.047 1.366  -0.613
C13 2.876 -1.785 -1.637  -1.148
C14 3.067 -0.723 0.559  -1.549
C15 -3.275 -1.788 -3.264  -0.207
C16 -2.921 -1.700 1.484  -1.663
C17 -2.968 0.251 7.756  -0.873
C18 -1.703 -2.265 1.896  1.281
C19 2.657 -3.297 4.017  -0.920
C20 -1.435 -3.580 1.520  0.116
C21 -2.631 -2.561 -2.305  -1.004
C22 -2.881 -2.019 6.944  -0.827
C23 -2.810 1.590 7.615  -0.959
C24 1.424 2.547 -0.282  0.840
C25 2.028 3.041 2.308  -1.160
C26 1.447 -2.996 3.399  -0.033
C27 -1.783 -1.200 4.486  1.814
C28 -2.072 1.240 5.343  0.208
C29 -3.847 -2.428 0.755  -0.628
C30 -2.778 -0.505 -3.520  -0.734
C31 -2.359 -4.312 0.775  -0.577
C32 3.261 -2.380 4.863  -0.786
C33 -1.716 -0.037 -2.788  -0.796
C34 -3.567 -3.744 0.400  -1.173
C35 -1.588 -2.023 -1.589  -0.575
C36 -2.140 -0.184 5.446  0.408
C37 1.470 -2.480 0.199  -0.793
C38 2.714 -0.906 -2.836  -0.965
C39 1.876 3.806 0.034  0.108
C40 0.827 -1.766 3.609  1.300
H1 1.376 0.998 2.598  0.533
H2 -1.150 -2.583 -0.771  0.041
H3 -1.332 0.960 -2.953  0.629
H4 0.069 0.193 -4.580  0.271
H5 3.538 0.168 0.152  0.361
H6 -2.780 -4.001 6.168  0.487
H7 1.623 0.993 -4.242  0.522
H8 2.568 5.020 1.656  0.597
H9 3.921 -1.885 -1.345  0.391
H10 -2.244 0.553 -0.109  0.587
H11 0.998 -3.756 2.778  0.354
H12 0.865 -3.018 -0.527  0.601
H13 -1.750 2.693 -0.907  0.203
H14 -0.271 -2.030 -3.894  0.456
H15 -2.142 -5.342 0.521  0.528
H16 -3.245 0.143 -4.250  0.614
H17 0.715 -2.812 -2.661  0.239
H18 2.550 -0.496 1.488  0.271
H19 2.516 -2.784 -1.869  0.569
H20 -5.474 -2.498 -5.670  0.242
H21 -2.994 -3.551 -2.066  1.066
H22 1.339 -2.626 -4.306  0.441
H23 3.102 0.100 -2.655  0.386
H24 0.950 0.084 4.722  0.320
H25 -3.342 -0.167 8.682  0.402
H26 2.266 3.209 3.349  0.580
H27 -3.185 -0.696 1.811  0.705
H28 -4.793 -1.981 0.476  0.558
H29 3.087 -0.451 5.791  0.504
H30 -1.307 0.861 1.194  -0.937
H31 1.579 -0.447 -5.248  0.429
H32 3.303 -1.331 -3.657  0.547
H33 -3.287 -2.310 7.905  0.437
H34 -3.041 2.276 8.417  0.418
H35 3.113 -4.265 3.853  0.515
H36 -2.311 3.157 6.232  0.428
H37 4.194 -2.625 5.353  0.455
H38 -2.347 2.757 0.619  0.296
H39 -0.528 -4.078 1.831  0.073
H40 -3.818 -2.028 -5.799  0.215
H41 2.240 -3.151 0.582  0.631
H42 3.825 -1.478 0.769  0.524
H43 0.860 -2.164 1.044  -1.169
H44 -4.297 -4.322 -0.152  0.513
H45 -1.746 -3.294 4.089  0.215

Cartesian forces, eV/Å:
I 0.2 -0.1 -0.4
Ti 0.9 0.2 -1.4
S -0.1 0.0 0.1
S -0.1 0.0 0.1
P -0.3 0.3 0.1
F 0.0 0.0 0.0
F 0.0 0.0 0.0
F 0.0 0.0 0.0
N 0.2 -0.2 0.2
N -0.1 0.0 0.2
N 0.0 0.3 0.2
N -0.1 0.0 0.1
N -0.8 0.0 0.1
N 0.0 0.0 0.0
N -0.1 0.0 0.5
C 0.0 0.0 0.0
C 0.0 0.0 0.0
C 0.0 0.0 -0.1
C 0.0 0.0 0.0
C 0.0 0.1 -0.1
C -0.1 -0.1 -0.1
C 0.0 -0.1 0.1
C 0.0 0.0 0.1
C 0.0 0.0 0.0
C 0.3 0.1 -0.2
C 0.0 -0.1 -0.1
C 0.0 0.0 0.0
C 0.1 0.0 0.2
C -0.1 -0.2 -0.1
C -0.1 -0.1 0.0
C -0.1 0.0 0.0
C 0.0 -0.1 0.0
C 0.0 0.0 -0.1
C 0.0 0.0 0.0
C 0.0 0.0 0.0
C 0.0 0.0 -0.1
C 0.0 0.0 0.1
C 0.0 0.1 0.0
C -0.1 -0.3 0.0
C -0.1 0.0 0.1
C 0.0 0.0 0.0
C 0.1 0.0 0.1
C 0.0 -0.1 0.0
C 0.0 0.0 0.0
C -0.1 0.0 0.0
C 0.0 0.0 0.0
C 0.0 0.0 0.0
C 0.0 -0.2 0.3
C 0.0 0.0 0.1
C 0.0 0.2 0.0
C 0.0 0.0 -0.1
C 0.0 0.1 -0.1
C 0.2 0.0 -0.1
C 0.0 0.1 0.1
C 0.0 -0.1 0.1
H 0.0 -0.1 0.1
H 0.0 0.0 0.0
H 0.0 0.0 0.0
H 0.1 0.0 0.0
H 0.0 0.0 0.0
H 0.0 0.0 0.0
H 0.0 0.0 0.0
H 0.0 0.0 0.0
H 0.0 0.1 -0.1
H -0.1 0.0 0.0
H 0.0 0.0 0.0
H 0.0 0.0 0.0
H 0.0 0.0 0.0
H 0.1 0.0 0.0
H 0.0 0.0 0.0
H 0.0 0.0 0.0
H 0.0 0.0 -0.1
H 0.0 0.0 0.0
H 0.1 0.0 0.1
H 0.0 0.0 0.0
H 0.0 0.1 -0.1
H 0.0 0.1 0.0
H -0.1 -0.1 0.0
H 0.0 0.0 0.0
H 0.0 0.0 0.0
H 0.0 0.0 0.0
H 0.0 0.0 0.0
H 0.0 0.0 0.0
H 0.0 0.0 0.0
H 0.0 0.0 0.1
H 0.0 0.0 0.0
H -0.1 0.0 0.0
H 0.0 0.0 0.0
H 0.0 0.0 0.0
H 0.0 0.0 0.0
H 0.0 0.0 0.0
H 0.0 0.0 0.0
H 0.0 0.1 0.0
H -0.1 0.0 0.0
H 0.0 0.0 0.0
H 0.0 0.0 0.0
H 0.0 0.0 0.0
H 0.0 0.0 0.0
H 0.0 0.0 0.0
H 0.0 0.0 0.0



Entry 2:
Computed, not measured: a cluster of 2 separate species, C3H6N2O2 in total, with ωB97M-V/def2-TZVPD.

Total energy in a.u.: -377.80683
HOMO in eV: -9.130
Energy relative to the best compared isomer or geometry (same formula, charge and spin) in eV: 4.1500
Molecular weight in Da: 102.09

Last column: Mulliken charge in e.
CARTESIAN COORDINATES (ANGSTROEM)
O1 -0.635 1.517 1.434  -0.412
O2 0.711 -0.684 1.286  -0.689
N1 1.772 1.612 -0.866  -0.099
N2 -0.999 0.533 0.503  -0.145
C1 1.038 0.800 -1.271  -0.143
C2 -0.610 -1.624 -0.518  -1.120
C3 -0.144 -0.549 0.424  0.661
H1 2.500 2.128 -0.424  0.301
H2 -1.560 0.874 -0.268  0.288
H3 -1.533 -2.062 -0.136  0.348
H4 -0.788 -1.221 -1.512  0.331
H5 0.098 1.073 1.917  0.367
H6 0.151 -2.397 -0.571  0.310

Cartesian forces, eV/Å:
O 0.0 -0.1 -0.4
O 0.3 0.1 -0.3
N -0.2 -0.5 -0.2
N 0.5 -0.6 0.6
C 0.9 0.8 -0.5
C 0.3 0.0 -0.2
C -1.8 0.0 1.0
H 0.0 0.2 0.1
H 0.4 0.1 0.2
H 0.0 0.0 0.1
H 0.0 0.0 0.0
H -0.2 0.0 -0.3
H 0.0 0.0 0.0



Entry 3:
Computed, not measured: a structure of composition H10N2O11Zn, with ωB97M-V/def2-TZVPD.

Total energy in a.u.: -2721.90248
HOMO in eV: -9.351
Energy relative to the best compared isomer or geometry (same formula, charge and spin) in eV: 10.3657
Molecular weight in Da: 279.47

Last column: Mulliken charge in e.
CARTESIAN COORDINATES (ANGSTROEM)
Zn1 -3.220 3.330 0.456  0.582
O1 -1.120 -1.055 -2.911  -0.498
O2 3.382 2.982 1.730  -0.631
O3 -0.299 4.995 1.550  -0.631
O4 0.206 -5.513 -2.744  -0.637
O5 3.753 -1.770 2.545  -0.633
O6 -2.946 1.098 3.984  -0.426
O7 -1.468 -1.385 -7.588  -0.638
O8 -1.496 0.297 5.482  -0.411
O9 0.246 -0.968 -1.193  -0.462
O10 -3.596 -0.432 5.392  -0.406
O11 -1.241 0.410 -1.367  -0.474
N1 -2.694 0.358 4.971  0.971
N2 -0.700 -0.533 -1.853  1.115
H1 -2.062 -2.134 -7.630  0.316
H2 -0.322 5.745 2.144  0.313
H3 3.480 -2.491 3.112  0.318
H4 3.253 2.064 1.490  0.317
H5 3.039 -1.678 1.914  0.315
H6 -1.429 -1.162 -6.658  0.322
H7 0.631 4.867 1.361  0.320
H8 4.308 3.041 1.963  0.320
H9 0.117 -4.605 -2.453  0.321
H10 0.183 -5.463 -3.699  0.316

Cartesian forces, eV/Å:
Zn 0.3 -0.2 0.1
O 0.9 0.5 1.3
O -0.2 0.3 -0.1
O -0.4 -0.1 -0.2
O 0.0 -0.2 0.1
O 0.2 0.2 0.0
O 0.5 -0.9 1.7
O 0.1 0.1 -0.2
O -3.7 0.6 -1.6
O 0.5 -0.8 -0.6
O 2.1 2.1 -0.8
O -2.0 3.1 1.0
N 1.1 -1.7 0.4
N 0.4 -2.7 -1.5
H -0.1 -0.2 0.0
H 0.0 0.2 0.2
H 0.0 -0.2 0.2
H -0.1 -0.3 0.0
H -0.2 0.0 -0.2
H 0.0 0.1 0.3
H 0.3 -0.2 -0.1
H 0.2 0.0 0.1
H 0.0 0.3 0.1
H 0.0 0.0 -0.2



Entry 4:
Computed, not measured: a cluster of 2 separate species, C4H9NO2 in total, with ωB97M-V/def2-TZVPD.

Total energy in a.u.: -363.02436
HOMO in eV: -10.128
Energy relative to the best compared isomer or geometry (same formula, charge and spin) in eV: 1.6646
SMILES: COC(C)=O.C=N
Molecular weight in Da: 103.12

Last column: Mulliken charge in e.
CARTESIAN COORDINATES (ANGSTROEM)
O1 0.476 -0.640 1.298  -0.593
O2 1.225 1.015 -0.028  -0.325
N1 -0.952 -0.976 -1.623  -0.379
C1 -0.569 1.524 1.419  -0.890
C2 2.110 0.070 -0.636  -0.594
C3 0.420 0.507 0.910  0.795
C4 -1.694 -1.572 -0.784  -0.354
H1 -0.303 2.537 1.116  0.303
H2 -1.555 1.277 1.013  0.201
H3 -2.673 -2.008 -1.022  0.262
H4 1.522 -0.689 -1.157  0.258
H5 -0.626 1.453 2.508  0.303
H6 2.714 0.647 -1.338  0.234
H7 2.744 -0.399 0.120  0.275
H8 -1.389 -0.963 -2.547  0.216
H9 -1.344 -1.659 0.246  0.288

Cartesian forces, eV/Å:
O 0.0 0.5 -0.1
O -0.1 0.0 0.1
N -0.4 -0.2 0.1
C 0.0 0.0 0.0
C 0.2 -0.1 -0.1
C -0.1 -0.2 0.2
C 0.1 0.1 -0.1
H 0.0 -0.1 0.0
H 0.1 0.0 0.0
H 0.1 0.1 0.0
H 0.1 0.1 0.1
H 0.0 0.0 -0.2
H -0.1 -0.1 0.1
H -0.1 0.1 -0.1
H 0.0 0.0 0.1
H -0.1 0.0 -0.1



Entry 5:
Computed, not measured: a cluster of 2 separate species, C6H16N2O in total, with ωB97M-V/def2-TZVPD.

Total energy in a.u.: -422.92213
HOMO in eV: -8.731
Energy relative to the best compared isomer or geometry (same formula, charge and spin) in eV: 1.7575
SMILES: CC(C)(C)O.C/N=C\N
Molecular weight in Da: 132.21

Last column: Mulliken charge in e.
CARTESIAN COORDINATES (ANGSTROEM)
O1 0.989 -1.186 0.613  -0.705
N1 -1.357 -0.286 1.416  -0.340
N2 -1.906 2.017 1.423  -0.331
C1 1.460 -1.614 -1.674  -1.614
C2 1.382 -0.583 -0.545  1.501
C3 -1.101 0.950 1.653  -0.063
C4 -2.659 -0.704 0.946  -1.100
C5 2.713 0.148 -0.359  -1.527
C6 0.257 0.634 -1.098  -1.443
H1 -2.914 -0.247 -0.013  0.379
H2 1.779 -1.156 -2.608  0.341
H3 3.477 -0.569 -0.058  0.391
H4 -0.050 -0.889 0.974  0.429
H5 0.491 -2.086 -1.812  0.349
H6 3.024 0.640 -1.277  0.335
H7 -2.877 1.867 1.208  0.184
H8 -1.561 2.937 1.629  0.227
H9 2.617 0.894 0.427  0.324
H10 -0.076 1.173 1.917  0.475
H11 2.174 -2.389 -1.400  0.399
H12 0.282 1.530 -0.478  0.371
H13 0.674 0.934 -2.057  0.505
H14 -2.632 -1.789 0.813  0.296
H15 -3.454 -0.459 1.673  0.349
H16 -0.733 0.233 -1.313  0.267

Cartesian forces, eV/Å:
O -2.6 0.3 1.9
N 0.2 0.6 0.5
N 0.1 -0.4 0.4
C 0.1 0.2 0.3
C -1.8 2.4 -1.8
C -0.2 -0.6 -0.9
C -0.1 -0.1 0.3
C -0.3 -0.3 0.0
C 2.4 -1.8 0.1
H 0.0 0.1 -0.1
H 0.0 0.0 -0.2
H 0.1 0.0 0.0
H 2.5 -0.8 -1.0
H -0.1 0.0 0.0
H 0.1 0.0 -0.1
H 0.0 0.2 0.0
H -0.3 0.0 0.0
H 0.0 0.1 0.1
H 0.1 0.2 0.2
H 0.1 -0.1 0.0
H -0.3 -0.2 0.2
H 0.0 0.1 -0.2
H -0.1 0.2 0.0
H 0.2 -0.1 -0.2
H -0.1 0.0 0.4



Entry 6:
Computed, not measured: an isolated molecule of C6H10O, with ωB97M-V/def2-TZVPD.

Total energy in a.u.: -309.79000
HOMO in eV: -10.138
Energy relative to the best compared isomer or geometry (same formula, charge and spin) in eV: 1.4251
SMILES: C#C[C@](C)(O)CC
Molecular weight in Da: 98.14

Last column: Mulliken charge in e.
CARTESIAN COORDINATES (ANGSTROEM)
O1 0.705 1.258 -0.859  -0.554
C1 1.038 -1.138 -1.152  -1.680
C2 -1.123 -0.147 -0.328  -0.685
C3 0.971 -0.102 1.061  -1.170
C4 1.567 -0.152 2.107  0.125
C5 0.406 -0.022 -0.306  1.550
C6 -1.864 0.921 0.468  -1.175
H1 -1.595 0.885 1.529  0.305
H2 1.608 1.488 -0.603  0.381
H3 -2.945 0.766 0.390  0.375
H4 -1.416 -0.089 -1.383  0.340
H5 2.126 -1.147 -1.029  0.399
H6 -1.632 1.919 0.088  0.282
H7 0.801 -0.980 -2.210  0.374
H8 0.657 -2.116 -0.842  0.343
H9 2.090 -0.198 3.037  0.459
H10 -1.395 -1.146 0.032  0.329

Cartesian forces, eV/Å:
O 0.2 0.1 0.0
C 0.0 0.0 0.0
C -0.1 -0.1 0.0
C 0.3 0.0 0.4
C -0.3 0.0 -0.3
C -0.1 -0.2 0.1
C 0.0 0.0 0.1
H 0.0 0.0 -0.1
H -0.1 0.0 -0.1
H 0.2 0.0 0.0
H 0.0 0.0 0.1
H -0.1 0.0 -0.1
H 0.0 -0.1 0.1
H 0.0 0.0 0.2
H 0.1 0.1 0.0
H -0.1 0.0 -0.2
H 0.1 0.1 -0.1



Which of these has the lowest molecular weight? C6H10O



Number 4 is which compound? C4H9NO2



Among the records above, which one has the highest HOMO? C6H16N2O